# 1
Computed, not measured: an isolated ion of composition C5H14N and charge +2 at a distorted geometry, with ωB97M-V/def2-TZVPD.

## Properties
HOMO-LUMO gap (spin up / spin down) = 0.510 / 0.222 Eh
F_max = 6.12 eV/Å
Multiplicity = 2
Total charge = +2
E_LUMO (spin up / spin down) = -0.2620 / -0.5434 Ha
Energy = -252.8267 Ha
Energy above the lowest of the compared OMol25 structures with the same formula, charge and spin = 220.3 kJ/mol

```
20
Properties=species:S:1:pos:R:3:forces:R:3
N 2.578 0.326 -0.059 2.921 -0.574 1.227
C 1.195 0.668 0.211 -0.240 0.260 -1.046
C -0.928 -0.809 1.322 1.654 -3.165 0.601
C -1.123 -0.543 -0.166 1.255 5.923 0.924
C -2.381 0.298 -0.626 0.592 -2.514 0.430
C 0.263 0.040 -0.787 -2.613 -2.033 -0.912
H -2.792 1.090 0.133 0.626 -1.195 -0.030
H -0.990 0.090 1.914 -0.021 1.381 -0.138
H -3.216 -0.393 -0.885 0.149 0.813 0.297
H 2.925 0.513 -0.991 -0.175 0.493 -0.654
H -2.094 0.922 -1.425 0.001 0.709 -1.276
H 1.191 1.729 0.262 -0.616 1.038 -0.239
H 0.910 0.290 1.143 0.391 -0.246 1.488
H 0.095 -1.311 1.535 -1.875 0.635 -0.318
H -1.668 -1.392 1.848 -0.461 -0.591 -0.203
H 2.738 -0.675 0.053 0.070 -0.326 0.127
H 3.294 0.779 0.592 -1.201 -0.416 -0.744
H 0.671 -0.920 -1.289 -0.038 1.140 0.679
H -0.063 0.637 -1.638 0.524 0.299 0.018
H -1.205 -1.562 -0.563 -0.944 -1.632 -0.232
```
Forces are in eV/Å.


# 2
Computed, not measured: a 2-piece molecular cluster, C16H17N overall at a distorted geometry, with ωB97M-V/def2-TZVPD.

## Properties
HOMO-LUMO gap = 0.322 Eh
F_max = 4.14 eV/Å
E_LUMO = 0.0306 Ha
Energy = -674.6053 Ha
Energy above the lowest of the compared OMol25 structures with the same formula, charge and spin = 134.7 kJ/mol
SMILES = Cc1c[nH]c2ccccc12.Cc1ccccc1

```
34
Properties=species:S:1:pos:R:3:forces:R:3
N 0.882 -2.016 1.279 1.217 -0.092 -0.054
C 0.991 0.495 -3.679 0.608 -0.917 0.153
C 1.665 0.060 1.488 -0.764 0.053 0.738
C 1.202 -0.832 -3.285 -0.786 0.647 0.747
C 2.027 -1.233 1.230 -0.926 0.773 -0.116
C 2.434 1.322 1.599 1.636 -0.043 -1.653
C -1.683 0.552 3.008 -2.433 0.005 -0.766
C -0.155 1.173 -3.283 0.154 -0.245 -0.465
C -0.651 -0.572 -1.721 0.643 -0.157 -0.461
C -0.200 -1.273 1.706 0.110 -1.642 0.227
C 0.262 0.030 1.829 -0.245 1.322 1.239
C 0.364 -1.344 -2.285 0.390 0.281 -0.053
C -1.011 0.633 -2.328 -0.229 0.003 0.139
C -2.200 1.398 -1.828 -0.484 0.989 0.399
C -2.175 -0.792 2.745 -0.961 1.125 1.171
C -0.514 1.048 2.559 2.119 -2.943 -2.000
C -1.459 -1.784 2.182 2.363 1.197 -0.948
H 2.982 -1.696 1.060 0.100 0.098 -0.250
H -1.048 -0.849 -0.754 -0.554 -0.244 -0.237
H 2.315 1.949 0.701 -0.577 0.028 0.288
H -0.344 2.108 -3.799 -0.223 0.198 0.455
H -1.639 -2.844 2.109 -0.596 0.011 0.000
H -2.328 2.349 -2.355 0.377 0.025 0.145
H 0.026 1.969 2.662 -0.747 0.667 0.388
H -3.215 0.993 -1.855 0.345 -0.877 -0.411
H -3.189 -0.939 3.107 0.142 -0.292 -0.005
H 3.502 1.095 1.477 -0.015 0.013 0.626
H -2.506 1.198 3.311 0.499 0.155 0.672
H 2.035 -1.424 -3.631 0.108 0.108 -0.094
H 1.019 -2.995 1.123 -0.830 -0.268 0.159
H 2.275 1.940 2.474 -0.117 -0.175 0.257
H -2.073 1.604 -0.763 0.190 0.237 0.045
H 0.609 -2.315 -1.881 -0.118 -0.109 0.172
H 1.800 0.991 -4.204 -0.398 0.070 -0.506
```
Forces are in eV/Å.


# 3
Computed, not measured: a 2-piece molecular cluster, C32H55BrFN2O5PSi overall at a distorted geometry, with ωB97M-V/def2-TZVPD.

## Properties
HOMO-LUMO gap = 0.321 Eh
F_max = 4.73 eV/Å
E_LUMO = 0.0120 Ha
Energy = -5042.4379 Ha
SMILES = CCCCCCCCCC[C@@]1(CCC(=O)Nc2ccccc2)O[C@@H]([PH2]=N)[C@@H]([Si](C)(C)C)[C@@H]1CCCBr.O=C1OC[C@@H](F)O1

```
98
Properties=species:S:1:pos:R:3:forces:R:3
Br -0.787 -3.775 -3.112 -0.500 0.177 0.722
P -2.250 3.166 -3.321 -2.029 1.407 0.855
Si -3.865 1.680 -0.469 -0.593 -0.064 0.742
F -7.566 -1.539 3.714 0.046 -0.172 -0.110
O -6.260 0.715 5.937 0.287 0.014 -0.593
O -6.068 0.136 3.765 0.145 -0.090 0.799
O 1.996 -1.757 1.171 -2.104 3.337 1.024
O -4.998 1.971 4.542 -0.689 -0.817 0.125
O -0.010 2.375 -2.149 -0.742 -0.911 0.470
N 0.326 -0.261 2.108 0.969 -2.420 -0.849
N -3.505 4.150 -3.167 0.433 -1.161 -0.191
C -1.520 -3.735 4.629 1.735 2.807 -3.372
C -1.166 0.493 -1.288 -0.737 0.873 -0.116
C 6.804 1.318 -2.329 0.043 0.011 1.339
C -1.360 -0.972 -0.668 -0.593 0.074 -0.405
C 7.350 -1.452 0.317 0.571 -0.625 -1.061
C 5.308 1.225 -1.695 0.177 0.352 -1.176
C -4.794 0.885 -1.945 -0.801 -0.806 -0.500
C -4.182 0.513 1.060 0.575 -0.074 0.582
C -1.318 2.876 -1.670 0.840 -0.662 0.854
C -7.137 -0.378 5.713 -0.445 -0.205 0.882
C -5.711 1.030 4.730 0.883 1.468 -0.069
C 1.473 -0.620 1.270 1.785 -1.232 -1.621
C 1.003 0.019 -2.461 0.536 0.559 -0.847
C -4.520 3.403 0.057 0.403 0.525 0.730
C -0.751 -2.730 2.235 -0.412 -0.140 2.773
C -1.381 -3.896 3.080 1.296 3.368 1.777
C 1.136 1.625 -0.198 1.338 -0.624 -0.054
C 1.840 0.673 -3.664 0.158 -0.789 -0.306
C -1.951 1.750 -0.667 1.049 -0.752 -0.630
C 0.311 1.105 -1.473 -0.793 -0.585 -0.245
C -2.059 -3.396 -1.632 -1.168 0.258 0.763
C 3.215 1.372 -3.227 -0.373 -0.421 -1.253
C -2.411 -1.816 -1.550 -0.282 -1.092 0.223
C 7.811 0.707 -1.223 -0.133 0.110 -1.020
C -6.583 -0.981 4.461 -0.359 -0.259 -0.599
C -0.997 -2.408 5.240 -0.055 -0.672 -2.565
C 2.179 0.575 0.425 -0.629 0.642 1.436
C -0.371 -1.261 4.401 -1.447 -3.354 -1.521
C 7.695 -0.915 -1.181 -0.001 0.643 0.401
C -0.238 -1.408 2.847 -2.033 -2.728 3.287
C 4.329 0.349 -2.660 -0.150 0.631 0.715
C 6.426 -2.779 0.211 0.079 1.085 0.427
H 5.360 -2.437 -0.036 1.450 -0.628 0.302
H -1.585 0.470 -2.367 0.967 -0.249 1.517
H -5.728 1.492 -2.258 1.687 -0.860 0.278
H -8.158 -0.006 5.586 0.071 -0.123 -0.224
H 0.498 2.020 0.662 0.548 -0.496 -1.335
H 6.920 0.733 -3.304 -0.317 0.680 1.365
H -3.468 -1.768 -1.089 1.630 0.093 -0.655
H -0.690 -2.918 1.115 0.102 0.457 1.804
H -2.685 1.908 -3.869 0.987 0.291 0.309
H -1.712 -4.853 2.533 0.577 1.765 1.037
H -4.828 1.032 1.862 0.883 -1.014 -1.401
H 0.177 -0.623 -2.955 1.251 1.095 0.906
H 1.764 2.525 -0.564 -1.127 -1.454 0.484
H -1.992 -4.591 5.208 0.816 1.505 -0.613
H 6.838 -0.625 0.924 0.661 -1.287 -0.868
H 2.790 1.158 1.218 -0.946 -0.900 -1.172
H 8.360 -1.702 0.811 -1.629 0.374 -0.489
H 6.407 -3.299 1.231 -0.019 0.490 -1.596
H 3.675 1.829 -4.186 -0.768 -0.493 1.561
H 1.686 -0.720 -1.921 -1.039 1.099 -0.403
H -4.307 4.242 -0.688 -0.580 -1.263 0.853
H 3.866 -0.550 -2.095 0.618 1.536 -0.793
H 7.539 1.125 -0.187 0.544 -0.450 -1.592
H -4.382 3.695 -3.456 0.536 0.371 0.243
H -1.615 1.798 0.443 -0.275 0.707 -1.718
H -1.134 3.828 -1.066 -0.513 -0.913 -1.205
H -3.013 -4.021 -1.818 1.656 1.102 0.035
H -7.120 -1.074 6.553 0.140 0.200 0.003
H 2.123 -0.194 -4.375 -0.472 1.230 1.045
H -5.785 -1.710 4.628 -0.109 -0.047 -0.148
H -4.101 0.662 -2.827 -1.166 0.443 1.015
H -3.966 3.690 1.031 -0.861 -0.485 -1.348
H 6.795 -3.463 -0.627 -0.440 0.852 1.339
H -2.498 -1.444 -2.625 0.203 -0.364 1.464
H 2.975 2.237 -2.525 0.516 -1.276 -0.709
H -1.333 3.737 -4.261 0.270 -0.724 0.689
H -5.622 3.295 0.336 1.377 0.358 -0.514
H 1.139 1.352 -4.276 1.243 -0.765 1.080
H 8.866 1.055 -1.524 -1.404 -0.704 0.762
H 2.947 0.177 -0.321 -1.428 0.259 1.087
H -4.590 -0.512 0.751 0.358 1.475 0.585
H 5.310 0.852 -0.613 0.193 0.281 -1.598
H 4.957 -0.125 -3.506 -1.166 0.922 1.234
H 4.937 2.320 -1.646 0.323 -1.855 -0.053
H 6.879 -1.307 -1.900 1.233 0.819 1.058
H -0.054 -0.325 4.963 -0.361 -1.353 -1.088
H -0.386 0.282 1.601 0.602 -0.203 0.351
H -0.375 -1.565 -0.657 -1.333 1.057 0.088
H -1.103 -2.296 6.380 0.286 -0.006 -2.055
H 7.050 2.417 -2.582 -0.283 -1.711 0.550
H -1.601 -3.808 -0.672 -0.445 0.719 -1.370
H -3.167 0.320 1.562 -1.387 0.193 -0.487
H -5.201 -0.141 -1.600 0.652 1.571 -0.531
H -1.813 -0.903 0.389 0.986 -0.196 -1.564
H 8.708 -1.304 -1.557 -1.581 0.192 0.662
```
Forces are in eV/Å.


Question: F_max of number 1 (C5H14N)?
Answer: 6.12 eV/Å